{"formula": "C4H5NO", "method": "wB97M-V/def2-TZVPD", "symbols": ["H", "N", "C", "C", "C", "C", "O", "H", "H", "H", "H"], "positions_angstrom": [[-0.29724, -2.59852, -0.79610], [0.18666, -2.18520, 0.00398], [0.20995, -0.94536, -0.14971], [0.71367, 0.12598, 0.79027], [-0.10815, 1.29045, 0.31371], [-0.79803, 0.86340, -0.73777], [-0.42080, -0.37751, -1.21408], [1.79398, 0.26656, 0.68664], [0.50051, -0.16032, 1.82422], [-0.09061, 2.29484, 0.71444], [-1.54565, 1.26807, -1.38656]], "forces_ev_per_angstrom": [[0.1, -0.1, 0.2], [0.5, -0.5, 0.2], [0.2, -0.9, 0.4], [0.1, -0.1, 0.0], [-0.3, 0.0, -0.2], [0.4, 0.7, -0.9], [-0.6, 0.4, 0.3], [-0.1, 0.0, 0.0], [0.1, 0.0, -0.2], [-0.3, -0.2, 0.1], [-0.2, 0.7, 0.0]], "mulliken_charge": [0.278, -0.668, 0.340, -0.138, -0.345, -0.338, -0.388, 0.225, 0.251, 0.358, 0.425], "de_lowest_kj_mol": 104.3, "e_tot_ev": -7765.44503, "e_lumo_ev": 1.0, "smiles": "[H]/N=C1/CC=CO1", "e_homo_ev": -9.1, "homo_lumo_gap_ha": 0.372}